{"formula": "C18H41BrN3O7P2", "method": "ωB97M-V/def2-TZVPD", "total_charge": 1, "molar_mass_g_mol": 553.392, "fmax_ev_per_a": 2.8, "orbital_gap_ev": 7.00, "species": ["C", "C", "C", "C", "C", "O", "C", "C", "N", "P", "C", "O", "C", "N", "Br", "P", "C", "O", "N", "H", "H", "H", "H", "H", "H", "H", "H", "H", "H", "H", "H", "H", "H", "H", "H", "H", "H", "H", "H", "H", "C", "O", "C", "C", "O", "C", "H", "H", "H", "H", "H", "H", "H", "H", "H", "H", "C", "O", "C", "C", "O", "C", "H", "H", "H", "H", "H", "H", "H", "H", "H", "H"], "coordinates": [[-0.9787, 1.9019, -0.7815], [0.0429, 1.2699, -1.4362], [-0.2241, 0.6650, -2.7770], [0.2183, -0.8079, -2.8811], [0.9972, -1.0958, -4.1438], [1.1717, -2.4365, -4.3731], [2.4859, -2.8247, -4.7760], [2.4425, -4.0445, -5.6894], [0.3600, -0.3626, -5.3160], [-1.3759, -0.8001, -5.4778], [-1.3934, -2.5523, -6.0115], [-1.9485, 0.0138, -6.7914], [0.5506, 0.9695, -5.0402], [1.0355, 1.7245, -6.0139], [1.2882, 3.5462, -5.7392], [1.5221, 1.1811, -7.6810], [2.6283, -0.2525, -7.4660], [0.2316, 0.5150, -8.4234], [0.3087, 1.5579, -3.8412], [-0.9650, 2.9749, -0.6201], [-1.8373, 1.3721, -0.3806], [1.0423, 1.1637, -1.0159], [-1.3051, 0.6709, -2.8894], [0.8510, -1.0626, -2.0326], [-0.6519, -1.4476, -2.7848], [1.9702, -0.6064, -4.0396], [2.9717, -2.0286, -5.3332], [3.1139, -3.0098, -3.9064], [1.4988, -4.5709, -5.6105], [2.5607, -3.7163, -6.7191], [3.2807, -4.6904, -5.4542], [-0.9096, -2.7253, -6.9687], [-2.4556, -2.7769, -6.0793], [-1.0033, -3.1818, -5.2212], [-2.9167, -0.0588, -6.7560], [3.2666, -0.2333, -8.3459], [2.1059, -1.2044, -7.4687], [3.2830, -0.1168, -6.6128], [-0.3387, 1.2697, -8.6502], [1.1852, 1.9384, -3.4778], [0.5610, -1.5812, 2.0532], [0.3560, -0.1780, 2.0279], [-0.4989, 0.2680, 3.0748], [0.2800, 0.8415, 4.2395], [1.0688, -0.1486, 4.8797], [2.4323, -0.1183, 4.4931], [1.4241, -1.8045, 1.4261], [0.7591, -1.9456, 3.0624], [-0.3137, -2.1001, 1.6450], [-1.1513, -0.5432, 3.4105], [-1.1317, 1.0578, 2.6567], [-0.4298, 1.2168, 4.9829], [0.9010, 1.6824, 3.9158], [2.9503, 0.7016, 5.0010], [2.5478, -0.0062, 3.4127], [2.8855, -1.0607, 4.7966], [-2.5132, 0.3645, 7.3664], [-2.7141, 1.7669, 7.3332], [-3.5800, 2.2314, 8.3593], [-2.8104, 2.8087, 9.5289], [-2.0374, 1.8207, 10.1911], [-0.6702, 1.8363, 9.8180], [-1.6415, 0.1372, 6.7528], [-2.3302, -0.0018, 8.3781], [-3.3843, -0.1499, 6.9455], [-4.2442, 1.4299, 8.6955], [-4.1994, 3.0211, 7.9235], [-3.5262, 3.1989, 10.2586], [-2.1779, 3.6395, 9.2013], [-0.1511, 2.6593, 10.3206], [-0.5428, 1.9331, 8.7376], [-0.2270, 0.8946, 10.1382]]}